Formula: C30H27N6O4S4Ti
Source: the OMol25 dataset
Level of theory: wB97M-V/def2-TZVPD

```
72
Properties=species:S:1:pos:R:3:forces:R:3:lowdin_charge:R:1
Ti -0.6071 -0.2849 0.4305 -0.826 0.018 0.418 1.000
O -4.3776 2.0877 1.2378 0.049 -0.024 0.024 0.053
C -3.7180 3.1829 1.6560 0.021 0.009 -0.021 -0.262
C -4.4626 4.3534 1.8244 -0.015 -0.028 -0.012 -0.025
C -3.8506 5.5233 2.2244 0.004 0.016 0.007 -0.103
C -2.4786 5.5568 2.4642 -0.008 0.003 0.001 -0.108
C -1.7415 4.3991 2.3127 0.002 -0.031 -0.005 -0.033
C -2.3387 3.1977 1.9236 -0.029 0.017 0.095 -0.072
C -1.5179 1.9728 1.7936 0.031 0.193 0.039 -0.419
O -2.0708 0.9086 1.2796 0.252 0.035 -0.016 -0.186
N -0.2752 1.9996 2.1950 -0.033 0.061 0.014 0.096
N 0.3082 0.7955 1.8601 0.030 0.017 -0.152 -0.145
C 1.3752 0.3859 2.5102 0.072 0.079 -0.054 -0.088
C 1.8148 -0.9190 2.1801 0.084 -0.068 0.054 -0.322
C 2.8832 -1.5615 2.8332 0.024 -0.012 -0.036 -0.040
C 3.1905 -2.8564 2.5181 0.015 0.033 0.024 -0.083
C 2.4310 -3.5154 1.5385 -0.037 -0.016 -0.031 -0.076
C 1.4185 -2.8221 0.9213 0.072 0.003 -0.110 -0.151
N 1.0958 -1.5542 1.2093 -0.168 0.321 0.043 0.007
H -3.7005 1.3917 1.0664 -0.026 0.018 -0.004 0.064
H -5.5246 4.3107 1.6179 0.012 0.007 -0.006 0.111
H -4.4444 6.4226 2.3404 0.004 -0.005 -0.003 0.094
H -1.9934 6.4782 2.7591 -0.005 -0.006 0.000 0.090
H -0.6739 4.3910 2.4876 -0.009 -0.002 0.005 0.106
H 1.8594 1.0071 3.2537 -0.041 -0.018 0.045 0.122
H 3.4486 -1.0107 3.5733 0.000 -0.002 0.003 0.112
H 4.0156 -3.3590 3.0066 -0.004 -0.002 -0.008 0.100
H 2.6475 -4.5317 1.2397 0.006 0.011 0.002 0.094
H 0.8408 -3.2919 0.1329 0.004 -0.022 0.008 0.101
C -1.5795 -3.7099 3.1529 0.020 0.013 -0.015 0.026
C -1.8009 -2.9070 1.9001 0.129 -0.100 0.166 -0.497
O -1.5531 -1.7042 1.8938 -0.172 0.044 -0.489 -0.011
N -2.2341 -3.5773 0.8188 0.034 -0.058 0.003 0.098
C -2.5144 -2.9337 -0.4572 -0.107 -0.036 -0.019 -0.130
C -1.3265 -2.8273 -1.3776 0.020 -0.029 -0.054 -0.290
C -1.0330 -3.8108 -2.3008 -0.050 -0.008 -0.044 -0.021
C 0.0660 -3.6500 -3.1380 -0.060 -0.130 -0.031 -0.047
C 0.8295 -2.5097 -3.0310 0.102 0.151 0.031 -0.030
C 0.4782 -1.5647 -2.0745 -0.021 -0.014 -0.186 -0.115
N -0.5750 -1.7245 -1.2719 0.387 -0.080 0.128 -0.005
H -1.8027 -3.0776 4.0084 -0.008 -0.012 0.006 0.093
H -0.5197 -3.9715 3.1930 0.001 0.010 0.011 0.089
H -2.1770 -4.6201 3.1907 0.005 0.004 -0.013 0.078
H -2.3362 -4.5745 0.8991 -0.019 0.033 -0.021 0.142
H -2.9032 -1.9316 -0.2715 0.025 0.003 0.012 0.051
H -3.3056 -3.4956 -0.9524 0.001 -0.038 0.023 0.131
H -1.6722 -4.6815 -2.3794 0.004 0.001 0.003 0.110
H 0.3054 -4.4082 -3.8731 0.003 -0.005 0.000 0.107
H 1.6859 -2.3015 -3.6597 -0.025 -0.024 0.022 0.073
H 1.0611 -0.6527 -1.9754 0.011 -0.032 0.040 0.052
S -3.0889 0.1131 -1.8062 0.072 0.063 -0.022 0.552
C -1.8168 1.2303 -1.9297 -0.227 -0.016 0.097 -1.141
N -0.7243 1.2635 -1.1892 0.248 -0.286 0.190 -0.080
C 0.0685 2.3806 -1.4511 0.032 0.042 -0.110 -0.293
C 1.2597 2.7044 -0.8091 -0.001 -0.006 -0.042 -0.037
C 1.9316 3.8495 -1.1925 0.007 -0.020 0.028 -0.080
C 1.4341 4.6768 -2.1989 0.024 0.019 -0.009 -0.106
C 0.2506 4.3651 -2.8443 -0.030 0.008 -0.037 -0.106
C -0.4253 3.2139 -2.4630 0.009 -0.033 0.066 -0.475
S -1.9245 2.5653 -3.0593 0.077 0.038 0.012 1.001
H 1.6706 2.0487 -0.0565 -0.008 -0.012 0.004 0.053
H 2.8699 4.0935 -0.7107 -0.007 -0.005 -0.008 0.102
H 1.9835 5.5650 -2.4862 -0.014 -0.005 0.002 0.093
H -0.1392 5.0023 -3.6284 -0.001 -0.013 0.004 0.098
C 5.0867 -2.1250 -3.4205 0.057 -0.032 -0.071 -0.175
O 4.7024 -1.6378 -2.1492 0.135 0.057 0.035 -0.282
C 3.8782 -0.5532 -2.0781 -0.334 -0.320 0.014 -1.366
S 3.2141 0.0754 -3.4916 0.061 0.240 -0.097 0.523
S 3.5407 -0.0825 -0.5026 0.090 0.024 0.039 0.579
H 5.6952 -3.0052 -3.2178 0.029 -0.015 0.001 0.080
H 5.6652 -1.3793 -3.9684 -0.005 -0.011 -0.020 0.071
H 4.2213 -2.3880 -4.0312 0.023 -0.019 0.026 0.045
```
Positions in Å, forces in eV/Å.

The value obtained for the max |F| is 0.93 eV/A. As for the total energy: -115141.3430 eV. The gap between HOMO and LUMO (alpha / beta) comes out at 5.36 / 5.93 eV. For the energy above the lowest of the compared OMol25 structures with the same formula, charge and spin, the calculation gives 1.050 eV. The spin multiplicity is 3. The total charge is -1.